{
  "formula": "C54H124Br2N10O3",
  "method": "wB97M-V/def2-TZVPD",
  "elements": ["C", "C", "N", "C", "C", "N", "C", "C", "H", "H", "H", "H", "H", "H", "H", "H", "H", "H", "H", "C", "C", "N", "C", "C", "N", "C", "C", "H", "H", "H", "H", "H", "H", "H", "H", "H", "H", "H", "C", "C", "C", "C", "N", "C", "C", "C", "C", "C", "H", "H", "H", "H", "H", "H", "H", "H", "H", "H", "H", "H", "H", "H", "H", "H", "H", "H", "H", "H", "C", "C", "C", "C", "N", "C", "C", "C", "C", "C", "H", "H", "H", "H", "H", "H", "H", "H", "H", "H", "H", "H", "H", "H", "H", "H", "H", "H", "H", "H", "C", "C", "C", "C", "N", "C", "C", "C", "C", "C", "H", "H", "H", "H", "H", "H", "H", "H", "H", "H", "H", "H", "H", "H", "H", "H", "H", "H", "H", "H", "C", "N", "C", "C", "C", "C", "O", "H", "H", "H", "H", "H", "H", "H", "H", "H", "H", "H", "H", "H", "H", "C", "N", "C", "C", "C", "C", "O", "H", "H", "H", "H", "H", "H", "H", "H", "H", "H", "H", "H", "H", "H", "C", "N", "C", "C", "C", "C", "O", "H", "H", "H", "H", "H", "H", "H", "H", "H", "H", "H", "H", "H", "H", "Br", "Br"],
  "xyz": [[-5.90449, 6.43596, -19.95770], [-6.82661, 5.35805, -20.50899], [-7.56395, 5.73958, -21.70406], [-8.39081, 6.81344, -21.95666], [-8.64895, 6.85547, -23.27939], [-8.13834, 5.70059, -23.82849], [-7.47608, 5.04859, -22.84895], [-8.17364, 5.34241, -25.25140], [-5.07879, 6.00655, -19.39104], [-6.29721, 7.23892, -19.33576], [-5.40813, 6.93778, -20.79308], [-7.65708, 5.17483, -19.81847], [-6.27762, 4.42483, -20.60427], [-8.61605, 7.51479, -21.17006], [-9.14006, 7.62091, -23.86067], [-6.95377, 4.10603, -22.89219], [-8.56153, 4.33387, -25.35926], [-7.19491, 5.48658, -25.70767], [-8.80156, 6.07625, -25.74897], [-15.31098, 11.72322, -24.42560], [-15.36108, 12.87698, -25.40160], [-16.17288, 12.62791, -26.61261], [-17.05059, 11.65315, -26.96880], [-17.52610, 11.85278, -28.22987], [-16.88489, 12.99103, -28.63268], [-16.02924, 13.43440, -27.69686], [-16.99849, 13.59044, -29.95794], [-14.95180, 10.83173, -24.94910], [-16.27297, 11.35959, -24.05343], [-14.63096, 11.95729, -23.61071], [-14.34197, 13.10316, -25.71274], [-15.77241, 13.81135, -25.01786], [-17.26928, 10.91294, -26.21618], [-18.22494, 11.41016, -28.91858], [-15.49158, 14.36407, -27.79033], [-17.70700, 14.40887, -29.80732], [-17.38122, 12.96430, -30.75730], [-16.04797, 14.05450, -30.20956], [-11.29844, 4.89112, -27.55588], [-10.14416, 4.79908, -28.58532], [-9.60540, 6.16370, -29.08500], [-9.00487, 7.14126, -28.10918], [-8.70948, 8.49457, -28.76687], [-8.21597, 9.57926, -27.76368], [-8.71358, 10.89614, -28.38561], [-9.41815, 10.59875, -29.71600], [-9.83794, 9.14997, -29.56031], [-7.55392, 8.23974, -29.73304], [-11.26345, 4.02433, -26.89518], [-12.30146, 5.12812, -27.90380], [-11.08642, 5.73204, -26.88281], [-10.57751, 4.35204, -29.47856], [-9.28592, 4.23743, -28.21940], [-10.30454, 6.64514, -29.77223], [-8.83498, 5.90891, -29.82281], [-8.07165, 6.79053, -27.67374], [-9.76883, 7.25902, -27.33550], [-7.14370, 9.56136, -27.58737], [-8.70017, 9.32069, -26.82189], [-7.87393, 11.58491, -28.44938], [-9.48906, 11.36619, -27.78197], [-8.74391, 10.66388, -30.56725], [-10.33048, 11.18578, -29.75984], [-9.95081, 8.57368, -30.47498], [-10.76344, 9.01997, -28.99660], [-7.05604, 7.30807, -29.48913], [-6.93685, 9.12847, -29.85054], [-7.91904, 8.15730, -30.75897], [-11.47458, 4.45584, -23.56638], [-12.48498, 5.44157, -24.22776], [-13.62177, 5.86920, -23.27306], [-13.16258, 6.74437, -22.07711], [-14.28289, 7.14418, -21.12579], [-15.20432, 8.17534, -21.75319], [-14.70813, 9.55139, -21.39055], [-14.27828, 9.36487, -19.92811], [-13.73123, 7.92298, -19.93490], [-15.03851, 5.93063, -20.58225], [-11.04266, 4.89147, -22.66325], [-10.74273, 4.08006, -24.27954], [-12.01879, 3.57056, -23.22397], [-12.82248, 4.95819, -25.14632], [-12.00109, 6.32140, -24.65098], [-13.98653, 4.90357, -22.91588], [-14.37703, 6.43307, -23.81889], [-12.67745, 7.67601, -22.37659], [-12.40924, 6.22789, -21.47918], [-16.25157, 7.98412, -21.52008], [-15.09542, 7.99750, -22.82435], [-15.37293, 10.37460, -21.64319], [-13.78934, 9.75300, -21.95018], [-15.16853, 9.25122, -19.30559], [-13.55782, 10.03645, -19.47034], [-13.89554, 7.27079, -19.07747], [-12.63832, 7.90919, -19.96450], [-14.19985, 5.27463, -20.33941], [-15.59765, 5.41971, -21.36082], [-15.61229, 6.08981, -19.66089], [-15.50774, 7.68720, -26.97058], [-16.74906, 7.27058, -27.80084], [-18.01394, 7.29386, -26.99231], [-18.21630, 5.96431, -26.23020], [-19.42137, 5.96264, -25.31109], [-19.76728, 4.50090, -24.90181], [-21.28995, 4.41647, -24.69965], [-21.90977, 5.62137, -25.38055], [-20.67735, 6.23520, -26.09544], [-19.34318, 6.76133, -24.06459], [-14.87384, 6.92006, -26.51681], [-15.78789, 8.34113, -26.13945], [-14.74782, 8.25211, -27.51445], [-16.65246, 6.21627, -28.08843], [-16.68966, 7.77228, -28.76445], [-18.77628, 7.49864, -27.75225], [-18.09968, 8.19479, -26.37686], [-17.30748, 5.70850, -25.68747], [-18.40574, 5.22881, -27.00921], [-19.10288, 4.10471, -24.13530], [-19.55250, 3.84048, -25.74280], [-21.65792, 4.25414, -23.68683], [-21.71435, 3.57663, -25.24938], [-22.43390, 6.32917, -24.73297], [-22.76790, 5.24690, -25.93771], [-20.77138, 7.30076, -26.28651], [-20.61322, 5.60507, -26.98234], [-18.46000, 6.38580, -23.53449], [-20.17859, 6.72047, -23.37387], [-18.93920, 7.77108, -24.16744], [-13.15091, 8.11865, -15.77168], [-14.14001, 7.72071, -14.68403], [-13.59235, 6.45432, -14.02196], [-14.12264, 8.74943, -13.54435], [-15.50962, 7.34973, -15.24195], [-16.15118, 8.50818, -16.04381], [-16.10515, 9.79560, -15.41106], [-12.15787, 8.02453, -15.34096], [-13.46914, 9.03411, -16.25625], [-13.21311, 7.25074, -16.43232], [-14.19154, 6.27484, -13.13119], [-12.51983, 6.51254, -13.87062], [-13.86173, 5.59544, -14.63911], [-13.15422, 8.71211, -13.05128], [-14.94874, 8.62519, -12.85159], [-14.18648, 9.68630, -14.09179], [-16.14789, 7.06063, -14.40873], [-15.40221, 6.50790, -15.92490], [-17.17779, 8.33813, -16.36135], [-15.55016, 8.63322, -16.94781], [-16.95886, 9.99350, -15.01271], [-11.27665, 0.53665, -21.76767], [-11.35151, 0.52896, -20.26019], [-12.83199, 0.36042, -19.97965], [-10.67727, -0.77157, -19.82827], [-10.66297, 1.62663, -19.42502], [-10.74956, 2.96890, -20.12310], [-12.09368, 3.41009, -20.21801], [-10.22891, 0.38365, -22.01943], [-11.61827, 1.49321, -22.15441], [-11.90955, -0.29038, -22.07030], [-13.18100, -0.56297, -20.43295], [-13.40036, 1.17855, -20.41855], [-13.05410, 0.39813, -18.91457], [-11.25496, -1.64623, -20.11481], [-10.55267, -0.75416, -18.74649], [-9.67453, -0.80743, -20.25034], [-9.64771, 1.24087, -19.33445], [-11.09016, 1.57907, -18.42530], [-10.29020, 3.03767, -21.10938], [-10.25519, 3.74096, -19.52339], [-12.31250, 3.86617, -19.40084], [-17.58366, 10.98479, -18.08923], [-18.74705, 11.70277, -18.69943], [-18.82742, 13.11463, -18.16939], [-18.60485, 11.73687, -20.20690], [-20.05692, 10.99159, -18.37062], [-20.52421, 9.79317, -19.18025], [-21.12598, 10.36716, -20.37782], [-17.60657, 10.96982, -17.00651], [-16.64789, 11.35752, -18.51026], [-17.49445, 9.97998, -18.51200], [-19.63900, 13.70318, -18.59891], [-17.93960, 13.68607, -18.42862], [-19.07508, 12.93021, -17.12577], [-17.77298, 12.36207, -20.53169], [-19.52017, 12.16721, -20.60374], [-18.43333, 10.72805, -20.57399], [-20.76304, 11.81145, -18.48395], [-19.94399, 10.64255, -17.34385], [-21.35695, 9.21454, -18.78284], [-19.75178, 9.13134, -19.57995], [-21.25011, 9.66659, -21.02401], [-17.89761, 5.76448, -17.80589], [-12.23358, 9.02846, -24.90684]],
  "atomic_forces_ev_per_a": [[1.0025, 0.5476, -0.6330], [-1.1531, 0.5413, 2.1612], [-0.1446, -0.9386, -2.4365], [0.8962, 0.8209, 1.0719], [-0.4811, -0.2874, -0.1758], [0.8717, -0.1676, 0.7001], [-0.0805, 0.4638, 0.0244], [0.0733, 0.5136, 0.0981], [-0.1994, -0.2778, 0.0614], [-0.6291, -0.2897, -0.0654], [0.0218, -0.0296, -0.0497], [0.4297, -0.2536, 0.4729], [-0.1704, 0.0120, -0.6973], [0.0322, 0.1228, -0.1603], [-0.2774, -0.1682, -0.0114], [0.0626, 0.0725, -0.4491], [0.0956, 0.0303, -0.2114], [0.1622, -0.4439, 0.2319], [-0.4003, -0.2723, 0.2001], [-0.3826, -0.8577, -0.5893], [-0.3546, 0.3099, 0.2603], [1.0115, 1.1749, -2.1254], [-0.6365, -1.3029, 1.4046], [0.7849, 0.9877, 0.4601], [1.2665, -0.1825, -0.4577], [-1.7015, -0.8129, 0.0382], [-0.4788, 1.7710, 0.2970], [0.6008, 0.1421, 0.0644], [-0.1976, 0.7027, 0.2602], [-0.0537, -0.0300, -0.0044], [-0.0571, -0.1170, -0.2241], [0.0522, -0.1811, 0.4985], [-0.2015, -0.1763, -0.3242], [-0.0633, -0.4083, 0.4044], [0.2678, -0.1481, 0.1789], [-0.0363, 0.0264, -0.4649], [0.2200, -0.4737, 0.3486], [0.0127, -0.2590, -0.2336], [1.3603, 0.7519, 0.9533], [-1.0275, 1.2770, -0.1652], [0.7462, -0.6899, -1.8010], [-1.3084, 0.6233, 0.0097], [1.7047, -0.3573, -0.1488], [-1.4340, -0.4466, -0.1305], [0.0243, 0.3522, 0.4539], [0.3278, -0.9858, 0.4339], [-0.1536, -0.8683, 0.5458], [-0.5673, 0.5014, -1.1653], [-0.4750, -0.2136, -0.2482], [0.0884, -0.4763, -0.5127], [-0.0053, 0.0043, 0.1568], [0.5211, -0.4821, -0.0128], [-0.2546, -0.3506, 0.0548], [-0.5466, 0.1075, 0.6384], [0.1859, -0.1952, 0.1556], [0.0443, 0.1046, -0.0560], [0.2862, 0.7076, 0.2325], [0.0309, -0.3811, -0.4612], [-0.1626, 0.2647, 0.0134], [-0.1815, 0.1577, -0.2596], [0.3516, -0.0992, 0.5065], [-0.3096, 0.5220, -0.1649], [0.2960, 0.3088, -0.6918], [0.0372, 0.2722, -0.1059], [0.1052, 0.1506, 0.2657], [0.4074, 0.3566, 0.2239], [0.3703, -0.2077, 0.7656], [-0.4005, -0.4747, 0.1858], [-1.1389, 0.3060, 0.0280], [0.9963, 0.0864, -0.0180], [0.6600, -0.1332, 0.1561], [0.1989, -0.3063, -0.2582], [-1.0737, 0.7961, 0.9067], [-0.1986, -0.4851, -1.9211], [1.5489, 0.0000, 0.3828], [-1.1065, -1.6603, 0.3745], [1.6624, -0.6823, 0.3345], [1.4197, -0.4186, -0.2682], [0.4485, 0.0137, -0.1850], [0.2418, 0.3111, 0.0737], [-0.1031, -0.0189, 0.0077], [-0.7406, -0.1588, 0.3049], [0.2750, 0.2241, 0.4189], [-0.6090, 0.2684, 0.2521], [-0.0863, -0.2673, -0.1746], [-0.2652, 0.0394, -0.4724], [-0.2684, -0.2226, 0.2008], [0.1660, -0.1448, 0.5770], [-0.2238, 0.2503, -0.0666], [-0.3030, -0.1861, 0.3465], [-0.0780, -0.0349, -0.3008], [-0.1172, 0.6981, 0.1893], [-0.1168, 0.2377, -0.2784], [-0.6423, 0.5616, 0.3060], [0.0111, 0.1839, -0.6470], [-0.2121, -0.3217, 0.1628], [-0.2164, 0.3788, -0.0298], [-0.2899, 0.5036, -0.3871], [0.5557, 0.3134, 0.2263], [2.2263, -1.2177, 0.6091], [-1.1907, 1.0410, -0.6479], [-0.2153, 1.4575, -0.5125], [-1.6406, -1.8471, 0.2410], [0.0071, -0.8914, -0.2754], [-0.4747, -0.6398, 0.6011], [0.2010, 0.9482, 1.0319], [-1.6748, 0.0679, -0.8383], [2.6055, 0.3168, 0.7203], [-0.5023, -0.4684, -0.0339], [-0.1130, 0.0707, -0.0021], [-0.3158, 0.1115, -0.3320], [0.3446, 0.0289, -0.1855], [-0.8191, 0.4552, 0.2199], [-0.5457, -0.6928, 0.3625], [0.3414, -0.1868, 0.4243], [-0.1704, -0.1014, 0.2989], [-0.0595, -0.3138, 0.3302], [-0.1890, 0.5955, 0.4508], [0.2345, 0.5214, -0.3682], [0.4497, 0.2736, 0.1759], [0.6449, -0.3899, 0.1257], [0.6037, 0.0659, 0.4336], [0.5807, 0.4053, -1.0942], [0.1180, -0.1025, -0.3095], [0.4922, 0.6392, -0.4363], [-0.3486, -0.6867, 0.2327], [-0.3891, -0.2323, -0.5833], [-0.9819, 0.2874, -0.9072], [-1.0826, -1.7956, 0.6214], [0.9592, -0.9203, 1.2410], [-1.2967, -0.4846, -0.6848], [0.1200, 0.7278, -1.6265], [-0.6504, 1.3830, -0.0731], [0.4235, 0.6134, -0.0296], [0.1465, -0.1953, 0.0689], [0.0343, 0.9423, 0.0245], [0.3930, 0.1646, 0.1880], [-0.0278, 0.3163, -0.5127], [0.4494, 0.3107, 0.3409], [-0.1112, 0.1812, 0.2764], [0.3947, 0.1094, -0.3289], [-0.0675, -0.3021, 0.0525], [-0.0094, -0.2245, -0.1341], [-0.2565, 0.2649, 0.6082], [0.1659, -0.0716, 0.1173], [0.0268, -0.0649, 0.0785], [0.1539, -0.9276, 0.0705], [-0.1115, -0.0917, -0.2003], [0.0853, -0.1546, 0.2539], [0.8960, 0.6972, 0.7528], [-0.8500, -1.6708, 0.5354], [-0.3831, 0.8205, 0.3989], [0.2409, 0.2463, 0.4756], [0.1275, -0.7911, -1.6559], [-0.0661, 1.0599, 1.1678], [-0.4576, -0.0222, -0.5006], [-0.1240, -0.0896, -0.3415], [-0.2228, -0.1170, -0.0086], [0.1974, 0.0482, -0.3908], [0.1640, -0.1109, 0.2096], [0.3093, 0.1045, -0.1619], [0.3227, -0.3376, 0.0540], [-0.0600, 0.1556, -0.1645], [-0.2814, -0.0708, 0.0259], [-0.0998, 0.0002, -0.1856], [0.2110, 0.5194, -0.0548], [-0.2744, 0.2377, -0.1280], [-0.1140, -0.4871, -0.0414], [0.5885, -0.4376, 0.0928], [-0.1419, -0.1131, 0.0597], [0.6440, -0.4512, -1.2986], [0.3963, -0.4207, -1.5906], [-0.5192, -0.4092, 0.1729], [0.1324, 0.3335, 0.1836], [-0.1131, -0.3078, 0.8413], [-0.4536, 0.6850, -2.6799], [0.3434, 0.2967, -0.0861], [-0.0411, 0.2111, -0.0792], [-0.0902, 0.9573, 0.5546], [-0.9474, -0.3111, 0.4095], [-0.2784, -0.5879, -0.2510], [0.3869, -0.4035, 0.5882], [0.5365, 0.8091, 0.2414], [0.1306, 0.0742, 0.4892], [-0.0255, -0.2606, -0.0755], [-0.2573, -0.0081, 0.0443], [-0.5257, -0.4387, 0.3105], [-0.2321, 0.4677, 0.1859], [0.5862, 0.0518, 1.2023], [0.3455, -0.1844, 0.9401], [-0.2478, -0.0194, 0.0543], [0.6889, 0.5589, -0.3443], [-0.0199, -0.1085, 0.1281]],
  "lowdin_charge": [-0.0485, -0.1654, -0.0479, -0.0048, -0.0041, -0.0654, 0.0075, 0.0264, 0.0957, 0.0855, 0.0930, 0.1200, 0.1358, 0.1431, 0.1235, 0.1746, 0.1028, 0.1141, 0.0654, -0.0919, -0.1428, -0.0304, -0.0257, 0.0231, -0.0996, 0.0213, 0.0358, 0.0395, 0.0681, 0.0823, 0.1373, 0.1380, 0.1176, 0.1461, 0.1802, 0.1183, 0.1127, 0.1084, -0.0957, -0.1950, -0.1896, -0.1421, -0.2213, -0.0626, -0.1283, -0.1245, -0.1061, 0.0334, 0.0670, 0.0806, 0.0354, 0.1179, 0.1080, 0.1156, 0.1204, 0.1186, 0.1042, 0.1328, 0.1129, 0.1268, 0.1187, 0.1260, 0.1262, 0.1251, 0.1411, 0.1102, 0.1181, 0.1147, -0.0888, -0.2579, -0.1652, -0.1266, -0.2267, -0.1038, -0.1398, -0.1163, -0.1033, 0.0189, 0.0477, 0.0558, 0.0602, 0.0964, -0.0061, 0.1088, 0.0892, 0.0675, 0.1141, 0.1376, 0.1087, 0.1081, 0.1008, 0.0897, 0.1287, 0.1117, 0.1285, 0.0871, 0.1027, 0.0154, -0.1073, -0.2339, -0.2119, -0.0869, -0.2447, -0.0741, -0.1436, -0.1354, -0.0950, 0.0169, 0.0516, 0.0458, 0.0626, 0.1132, 0.1164, 0.1219, 0.0980, 0.1403, 0.1391, 0.1373, 0.1332, 0.1283, 0.1281, 0.1184, 0.1341, 0.1405, 0.1483, 0.0997, 0.1221, 0.0980, 0.0242, -0.3340, 0.0095, 0.0372, -0.0962, -0.2438, -0.0861, 0.1085, 0.1020, 0.0952, 0.1204, 0.1108, 0.1049, 0.1148, 0.1218, 0.0901, 0.1489, 0.0903, 0.0672, 0.0831, 0.1024, 0.0273, -0.3291, 0.0096, 0.0192, -0.0549, -0.2286, -0.0738, 0.1160, 0.0835, 0.1179, 0.1121, 0.1004, 0.1191, 0.1215, 0.1187, 0.1143, 0.1362, 0.1472, 0.1087, 0.1275, 0.0946, -0.0019, -0.3434, 0.0355, 0.0068, -0.0731, -0.1644, -0.0955, 0.0957, 0.1085, 0.0958, 0.1220, 0.1193, 0.1209, 0.1076, 0.1119, 0.0925, 0.1445, 0.1455, 0.1446, 0.1126, 0.0877, -0.5669, -0.4470],
  "charge": 6,
  "homo_energy_ev": -16.920,
  "total_energy_ev": -219076.122,
  "fmax_ev_per_a": 2.8,
  "homo_lumo_gap_ev": 6.2
}